(1)
ORCA calculation (ωB97M-V/def2-TZVPD) on C23H19CuNO4P as an isolated structure.

XYZ file:
```
49
Properties=species:S:1:pos:R:3
Cu -0.6138 0.3809 -1.9638
O 2.7480 3.1336 -1.8203
C 1.7376 2.4436 -2.0860
O 1.6565 1.2751 -2.4987
C 0.3818 3.1607 -1.8805
C 0.3478 4.5299 -1.6568
C -0.8797 5.1590 -1.5218
C -2.0340 4.4038 -1.6244
C -1.9316 3.0345 -1.8425
N -0.7414 2.4316 -1.9463
C -3.2132 2.1820 -2.0134
O -4.2787 2.7916 -1.7760
O -3.0252 1.0212 -2.4145
H 1.2945 5.0475 -1.5963
H -0.9341 6.2285 -1.3441
H -3.0290 4.8163 -1.5369
C -0.4184 -1.4694 -1.5796
C -0.2900 -2.6605 -1.3203
C -0.1376 -4.0411 -1.0131
C 0.7068 -4.4697 0.0256
C 0.8515 -5.8131 0.3301
C 0.1625 -6.7835 -0.3894
C -0.6760 -6.3791 -1.4222
C -0.8251 -5.0363 -1.7290
H 1.2482 -3.7157 0.5814
H 1.5119 -6.1080 1.1388
H 0.2768 -7.8342 -0.1498
H -1.2227 -7.1205 -1.9954
H -1.4819 -4.7254 -2.5313
C -1.3527 0.6624 3.5964
P -1.1514 0.8196 1.7554
C -1.0704 2.6601 1.7036
C 0.6258 0.3921 1.6399
C 1.5096 1.1475 0.8766
C 2.8223 0.7397 0.6782
C 3.2803 -0.4216 1.2778
C 2.4144 -1.1817 2.0565
C 1.0959 -0.7891 2.2180
H -1.3284 -0.3872 3.8904
H -2.3337 1.0588 3.8687
H -0.5782 1.2048 4.1447
H -0.3326 3.0602 2.4041
H -2.0617 3.0440 1.9520
H -0.8369 3.0064 0.6980
H 1.1790 2.0558 0.3922
H 3.4497 1.3246 0.0164
H 4.2989 -0.7542 1.1152
H 2.7607 -2.1033 2.5119
H 0.4180 -1.4224 2.7804
```

Values from the calculation:
ΔE to the lowest compared entry with this formula, charge and spin   0.013 eV
Highest occupied orbital energy   -1.3935 eV
Frontier orbital gap   6.1 eV
Total charge   -2
Spin multiplicity   1


(2)
ORCA calculation (ωB97M-V/def2-TZVPD) on C23H19F5NO4SbSe4Ti as an isolated structure.

XYZ file:
```
58
Properties=species:S:1:pos:R:3
Ti 0.3131 0.1876 -0.2393
O -2.5279 -2.4214 -1.5431
C -1.5866 -1.9084 -0.9715
O -1.3656 -0.6296 -0.9167
C -0.4780 -2.7071 -0.3679
C -0.3276 -4.0858 -0.3850
C 0.8744 -4.6108 0.0580
C 1.8973 -3.7610 0.4774
C 1.6582 -2.4040 0.4573
N 0.4966 -1.9220 0.0534
C 2.6597 -1.2969 0.7228
O 3.7781 -1.5263 1.1330
O 2.1721 -0.1219 0.4460
H -2.4958 -1.6310 -3.1466
H -1.1115 -4.7020 -0.7995
H 1.0351 -5.6802 0.0196
H 2.8708 -4.1194 0.7804
C -0.9702 2.1304 -0.7844
C 0.1453 2.1283 -1.6586
C 1.3164 2.2727 -0.8695
C 0.9250 2.3756 0.4843
C -0.4895 2.3060 0.5374
C -1.3292 2.6515 1.7273
C 1.8477 2.5815 1.6441
C 2.7218 2.3574 -1.3711
C 0.0596 2.1622 -3.1445
C -2.3981 2.0559 -1.2179
H -2.3214 2.2081 1.6615
H -1.4565 3.7384 1.7745
H -0.8734 2.3279 2.6624
H 2.7072 1.9154 1.5736
H 1.3477 2.3726 2.5897
H 2.2080 3.6150 1.6720
H 2.9892 3.4003 -1.5723
H 2.8406 1.7838 -2.2900
H 3.4188 1.9572 -0.6347
H 0.9942 1.8701 -3.6140
H -0.2005 3.1795 -3.4624
H -0.7141 1.4880 -3.5139
H -3.0298 1.6421 -0.4341
H -2.4954 1.4104 -2.0898
H -2.7736 3.0521 -1.4782
F 1.5547 -0.3457 3.0068
C 0.2078 -0.4522 3.0251
C -0.5555 -0.2385 1.8828
C -1.9164 -0.3701 2.1361
F -2.8398 -0.1405 1.1755
C -2.4757 -0.6900 3.3643
F -3.8094 -0.7839 3.5179
C -1.6571 -0.8948 4.4545
F -2.1727 -1.1990 5.6580
C -0.2959 -0.7680 4.2789
F 0.5229 -0.9515 5.3314
Se 0.1981 -4.2446 -4.0233
Sb 0.2795 -1.8460 -4.3849
Se -2.1200 -0.9074 -4.3870
Se 1.2152 -1.0774 -6.4722
Se 1.5322 -0.7322 -2.5339
```

Values from the calculation:
ΔE to the lowest compared entry with this formula, charge and spin   0.000 eV
Highest occupied orbital energy   -1.7951 eV
Frontier orbital gap   5.8 eV
Total charge   -2
Spin multiplicity   1


(3)
ORCA calculation (ωB97M-V/def2-TZVPD) on C23H19F6MnN2O11PS3 as an isolated structure.

XYZ file:
```
66
Properties=species:S:1:pos:R:3
Mn -0.3522 -0.0249 -0.7028
O -2.4798 -3.1162 0.7425
C -2.0213 -2.0312 0.4416
O -0.7686 -1.7628 0.2455
C -2.9170 -0.7773 0.2991
O -4.0998 -0.8014 0.5904
O -2.2587 0.2561 -0.1037
F -3.1497 -1.3940 -4.5536
C -1.8962 -1.8509 -4.5976
F -1.6379 -2.2309 -5.8558
F -1.8089 -2.9191 -3.8113
S -0.7569 -0.5158 -4.0629
O -1.2236 -0.2891 -2.6951
O -1.0007 0.4951 -5.0440
N 0.5720 -1.3752 -4.1807
S 1.7764 -1.2808 -3.1490
O 1.3598 -1.1408 -1.7575
O 2.9936 -0.6652 -3.5681
C 2.2154 -3.0581 -3.2232
F 1.2109 -3.8499 -2.8640
F 3.2416 -3.2815 -2.3887
F 2.6079 -3.4056 -4.4549
N 1.6649 -0.7675 1.1497
C 2.1775 0.0065 2.1667
C 3.5545 0.0197 2.4296
C 4.0540 0.6714 3.5414
C 3.2032 1.3435 4.4133
C 1.8506 1.4067 4.1096
C 1.3273 0.7830 2.9826
P -0.4167 0.8921 2.4337
C -1.2276 1.3328 4.0391
C -1.4284 0.2694 4.9260
C -2.0319 0.4638 6.1574
C -2.4701 1.7307 6.5236
C -2.3020 2.7888 5.6443
C -1.6859 2.5935 4.4112
C -0.4486 2.5597 1.6584
C 0.6781 3.3519 1.4693
C 0.5728 4.5902 0.8490
C -0.6612 5.0475 0.4145
C -1.7916 4.2577 0.5921
C -1.6852 3.0137 1.1953
H 2.2888 -1.2405 0.5187
H 0.7368 -1.1816 1.2340
H 4.2173 -0.5232 1.7652
H 5.1186 0.6342 3.7432
H 3.5890 1.8210 5.3056
H 1.1837 1.9641 4.7590
H -1.0989 -0.7233 4.6361
H -2.1699 -0.3752 6.8291
H -2.9449 1.8886 7.4847
H -2.6479 3.7798 5.9152
H -1.5507 3.4349 3.7455
H 1.6486 2.9866 1.7797
H 1.4617 5.1863 0.6848
H -0.7400 6.0054 -0.0866
H -2.7556 4.5977 0.2328
H -2.5564 2.3748 1.2909
C -0.8011 2.9985 -2.6130
S 0.8389 2.3512 -2.3634
O 1.0440 1.3554 -3.3952
O 1.7649 3.4585 -2.4715
O 0.8266 1.7315 -1.0013
H -1.0384 2.8585 -3.6656
H -0.7730 4.0506 -2.3395
H -1.5133 2.4538 -1.9938
```

Values from the calculation:
ΔE to the lowest compared entry with this formula, charge and spin   0.861 eV
Highest occupied orbital energy (spin up / spin down)   -2.9940 / -2.7472 eV
Frontier orbital gap (spin up / spin down)   7.2 / 7.0 eV
Total charge   -2
⟨S²⟩   0.812
Spin multiplicity   2


(4)
ORCA calculation (ωB97M-V/def2-TZVPD) on C23H19N5 as an isolated structure.

XYZ file:
```
47
Properties=species:S:1:pos:R:3
N -1.0478 -3.6879 -0.4701
N -0.8795 -5.1213 1.4500
N -0.2362 -3.5333 2.9895
C -1.1097 -4.8848 0.0665
C -0.5507 -3.8954 1.6765
C 0.1584 -2.3070 3.1702
C 0.2199 -1.3393 2.0642
C -0.1524 -1.6794 0.7763
C -2.3828 -0.1486 -4.6577
C -1.6995 0.9029 -3.9933
C -2.1162 -1.4730 -4.3351
C -0.7506 0.5678 -3.0295
C -1.2045 -1.7844 -3.4416
C 1.9189 5.1126 1.2712
C -0.9315 1.3260 0.6934
C 3.0131 4.2960 0.9925
C 0.1417 0.6786 0.0904
C -0.5252 -0.8380 -2.7009
C 0.6844 4.6383 1.4227
C -0.8298 2.6748 1.0670
C 2.7417 3.0249 0.5331
C 1.3786 1.2837 0.0202
C 0.4622 3.2732 1.0438
C 1.5218 2.5133 0.5441
N -0.6283 -2.9873 0.6752
N 0.1095 -0.6762 -0.2724
C 0.3103 -1.9234 4.5805
C 0.4130 -1.1052 -1.6314
H -1.3618 -5.8345 -0.5157
H 0.5563 -0.3137 2.3119
H -3.1114 0.1398 -5.4524
H -1.7881 1.8960 -4.3343
H -2.6282 -2.2414 -4.8030
H -0.3540 1.3767 -2.4884
H -1.0403 -2.8044 -3.2184
H 2.2421 6.0559 1.5711
H -1.7812 0.7341 0.8942
H 4.0366 4.5527 1.0297
H -0.0843 5.2520 1.7889
H -1.7321 3.2185 1.4423
H 3.6484 2.4743 0.2040
H 2.1758 0.7081 -0.4010
H 0.6094 -0.9022 4.7138
H -0.5828 -2.1214 5.0852
H 1.2282 -2.4179 4.9808
H 0.5974 -2.1572 -1.5897
H 1.3411 -0.5231 -1.8144
```

Values from the calculation:
Highest occupied orbital energy   -8.1149 eV
Frontier orbital gap   8.2 eV
Total charge   0
Spin multiplicity   1


(5)
ORCA calculation (ωB97M-V/def2-TZVPD) on the molecule C23H19NO3.

XYZ file:
```
46
Properties=species:S:1:pos:R:3
C 5.4976 0.0252 0.6199
C 4.2672 0.2122 0.1833
C 3.2141 0.9577 0.9420
O 1.9689 0.2555 0.9021
C 1.0496 0.6925 0.0369
O 1.1279 1.6921 -0.6224
C -0.1764 -0.1821 0.0986
C -1.3489 0.2619 0.5683
C -1.5514 1.5727 1.1763
C -0.6417 2.0634 2.0869
C -0.8317 3.3011 2.7106
C -1.9422 4.0487 2.4366
C -2.9042 3.5887 1.5138
C -4.0524 4.3508 1.2116
C -4.9670 3.9109 0.2975
C -4.7654 2.6903 -0.3624
C -3.6641 1.9273 -0.0885
C -2.7103 2.3403 0.8651
N -0.0241 -1.4713 -0.4009
C 1.0208 -1.8549 -1.1962
O 1.8993 -1.0845 -1.5257
C 0.9826 -3.2746 -1.6358
C 0.4102 -4.2878 -0.8708
C 0.4226 -5.5921 -1.3315
C 0.9986 -5.8959 -2.5544
C 1.5819 -4.8940 -3.3131
C 1.5810 -3.5911 -2.8528
H 6.2318 -0.5000 0.0343
H 5.8278 0.4030 1.5745
H 3.9342 -0.1723 -0.7701
H 3.4771 1.0652 1.9979
H 3.0606 1.9480 0.4921
H -2.2099 -0.3948 0.5230
H 0.2197 1.4685 2.3509
H -0.0957 3.6534 3.4185
H -2.0997 5.0022 2.9198
H -4.1902 5.2967 1.7162
H -5.8430 4.5009 0.0705
H -5.4860 2.3588 -1.0960
H -3.5117 1.0008 -0.6209
H -0.8040 -2.1021 -0.2771
H -0.0152 -4.0726 0.0994
H -0.0165 -6.3759 -0.7321
H 1.0002 -6.9153 -2.9104
H 2.0407 -5.1304 -4.2613
H 2.0372 -2.7970 -3.4242
```

Values from the calculation:
ΔE to the lowest compared entry with this formula, charge and spin   1.376 eV
Highest occupied orbital energy   -7.8907 eV
Frontier orbital gap   8.1 eV
Total charge   0
Structure (SMILES)   C=CCOC(=O)/C(=C\c1cccc2ccccc12)NC(=O)c1ccccc1
Spin multiplicity   1


(6)
ORCA calculation (ωB97M-V/def2-TZVPD) on C23H20AlBrN2O8S as an isolated structure.

XYZ file:
```
56
Properties=species:S:1:pos:R:3
Al -0.0917 -0.0686 -0.5328
O 3.3741 1.3955 -1.0917
C 2.2272 1.1590 -0.8332
O 1.5770 0.0276 -1.0738
C 1.3446 2.1841 -0.1415
C 1.6582 3.5202 -0.0791
C 0.7299 4.3860 0.4791
C -0.4665 3.8912 0.9738
C -0.7060 2.5349 0.8961
N 0.1854 1.6940 0.3463
H 2.6068 3.8515 -0.4777
H 0.9363 5.4499 0.5182
H -1.2309 4.5333 1.3871
H -1.6201 2.0981 1.2863
C -3.9065 8.4607 -4.7323
C -4.1192 7.4164 -3.6635
C -3.0564 6.6420 -3.2006
C -3.2431 5.7008 -2.2012
C -4.5185 5.5330 -1.6708
C -5.5964 6.2849 -2.1163
C -5.3847 7.2254 -3.1095
S -4.7684 4.3326 -0.4230
O -3.6308 4.3682 0.4675
O -6.0821 4.4679 0.1356
N -4.7284 2.9718 -1.3573
C -4.5771 1.7104 -0.5846
C -3.7974 0.6942 -1.3995
C -2.4085 1.1839 -1.7520
O -2.1945 2.3061 -2.1692
O -1.4428 0.3236 -1.5189
H -2.9538 8.3195 -5.2410
H -3.9075 9.4626 -4.2936
H -4.7041 8.4298 -5.4759
H -2.0689 6.7792 -3.6290
H -2.4167 5.0946 -1.8376
H -6.5767 6.1266 -1.6770
H -6.2188 7.8202 -3.4678
H -3.9252 3.0772 -1.9871
H -5.5573 1.3059 -0.3489
H -4.0601 1.8889 0.3604
H -4.3183 0.4869 -2.3381
H -3.7259 -0.2325 -0.8384
Br -0.2145 -8.3323 0.4055
C -0.5042 -6.4713 0.5741
C 0.4249 -5.5928 0.0460
C 0.2012 -4.2283 0.1621
C -0.9373 -3.7563 0.8032
C -1.8523 -4.6549 1.3352
C -1.6419 -6.0194 1.2231
C -1.2249 -2.2958 0.9287
O -2.1824 -1.8661 1.5304
O -0.3386 -1.5073 0.3315
H 1.3109 -5.9673 -0.4493
H 0.9203 -3.5272 -0.2390
H -2.7296 -4.2691 1.8384
H -2.3518 -6.7245 1.6333
```

Values from the calculation:
ΔE to the lowest compared entry with this formula, charge and spin   0.181 eV
Highest occupied orbital energy   -9.3474 eV
Frontier orbital gap   8.5 eV
Total charge   0
Spin multiplicity   1


(7)
ORCA calculation (ωB97M-V/def2-TZVPD) on C23H20BrF6N3O6S2Sn as an isolated structure.

XYZ file:
```
62
Properties=species:S:1:pos:R:3
Sn 0.4854 -1.0101 2.0709
Br -0.0197 -1.7621 4.8410
C -0.2756 -3.6278 4.5565
C -0.5183 -4.3982 5.6508
C -0.7379 -5.7786 5.4781
C -0.7053 -6.3117 4.2253
C -0.4366 -5.5088 3.0893
C -0.4052 -6.0909 1.8009
C -0.1565 -5.3210 0.7090
C 0.0839 -3.9388 0.8598
C 0.0685 -3.2926 2.0736
C -0.2048 -4.1088 3.2245
H -0.5493 -3.9542 6.6361
H -0.9419 -6.3959 6.3426
H -0.8892 -7.3691 4.0769
H -0.5857 -7.1548 1.7019
H -0.1455 -5.7578 -0.2819
H 0.2699 -3.3695 -0.0384
F 1.9393 -2.6484 -2.2789
C 2.6034 -2.0092 -1.3160
F 2.7187 -2.8336 -0.2684
F 3.8280 -1.7305 -1.7574
S 1.7804 -0.4253 -0.8127
O 2.5000 -0.1678 0.4117
O 1.9495 0.4023 -1.9618
N 0.3315 -1.1281 -0.5782
S -1.0985 -0.4447 -0.5138
O -1.5529 -0.2407 0.8625
O -1.4561 0.5226 -1.5051
C -2.1241 -1.9067 -1.0457
F -3.2786 -1.4471 -1.5224
F -2.3866 -2.7338 -0.0417
F -1.5100 -2.5828 -2.0160
C -1.0683 5.2450 -2.3956
N -0.7508 4.4726 -1.2168
N 0.0371 3.3312 -1.2831
C -0.0212 2.6791 -0.0790
O 0.5210 1.5860 0.1924
C -0.8427 3.4920 0.7608
C -1.2985 4.5412 0.0129
C -2.2660 5.6116 0.3842
C 0.7218 3.0284 -2.5004
C 1.9871 3.5590 -2.6951
C 2.6262 3.3627 -3.9093
C 2.0016 2.6295 -4.9093
C 0.7490 2.0743 -4.6887
C 0.0893 2.2962 -3.4897
H -0.1725 5.4040 -2.9910
H -1.4581 6.2078 -2.0785
H -1.8146 4.7404 -3.0136
H -1.0951 3.2638 1.7820
H -2.4802 5.5522 1.4481
H -3.2033 5.4898 -0.1616
H -1.8712 6.6045 0.1655
H 2.4676 4.1028 -1.8916
H 3.6101 3.7824 -4.0726
H 2.5003 2.4830 -5.8585
H 0.2811 1.4664 -5.4517
H -0.8868 1.8751 -3.2962
O 0.7912 1.8023 3.1680
H 1.7190 2.0586 3.1690
H 0.5464 1.7826 2.2262
```

Values from the calculation:
ΔE to the lowest compared entry with this formula, charge and spin   1.987 eV
Highest occupied orbital energy   -8.1205 eV
Frontier orbital gap   8.1 eV
Total charge   0
Spin multiplicity   1


(8)
ORCA calculation (ωB97M-V/def2-TZVPD) on C23H20BrFLiN5O4 as an isolated structure.

XYZ file:
```
55
Properties=species:S:1:pos:R:3
Li -0.1800 -0.2448 -0.1805
Br -0.5140 -5.6459 6.5423
C 0.7870 -4.2666 6.2811
C 1.0925 -3.4118 7.3257
C 2.0321 -2.4154 7.1417
C 2.6913 -2.2438 5.9064
C 2.3440 -3.1396 4.8624
C 1.4174 -4.1427 5.0504
N 3.7427 -1.3725 5.8357
N 4.2188 -0.8668 4.7437
C 3.5287 -0.6169 3.6296
C 4.3354 -0.3263 2.4828
C 3.8387 -0.2790 1.2281
C 2.4267 -0.4472 0.9504
O 1.9773 -0.5681 -0.1866
C 1.5469 -0.4628 2.1475
N 0.2390 -0.3207 1.9115
C -0.5974 -0.2309 2.9237
C -0.1668 -0.2633 4.2492
C 1.1751 -0.4359 4.5095
C 2.0844 -0.5585 3.4495
H 0.6027 -3.5407 8.2827
H 2.2820 -1.7514 7.9604
H 2.8442 -3.0391 3.9087
H 1.1820 -4.8276 4.2463
H 5.3988 -0.2164 2.6636
H 4.4796 -0.0867 0.3771
H -1.6453 -0.1079 2.6690
H -0.8771 -0.1622 5.0600
H 1.5254 -0.4575 5.5319
C -2.6676 5.9548 0.9477
C -2.4698 4.5395 0.3998
C -1.1859 4.2784 -0.4389
C -1.4027 4.5374 -1.9474
C -1.9246 5.9149 -2.3587
C -0.0332 5.1023 0.0971
O 0.0890 6.3098 -0.0866
N 0.8454 4.4105 0.8592
C 1.1381 2.9919 0.7019
O 2.2313 2.6599 1.1324
N 0.2130 2.2294 0.1352
C -0.9431 2.7357 -0.3256
O -1.8734 2.0266 -0.6929
H -3.6472 6.0302 1.4274
H -2.6055 6.7072 0.1638
H -1.9057 6.1944 1.6896
H -3.3183 4.2552 -0.2242
H -2.4643 3.8448 1.2422
H -2.0957 3.7676 -2.2880
H -0.4486 4.3499 -2.4515
H -2.9513 6.0625 -2.0165
H -1.9212 6.0010 -3.4484
H -1.2981 6.7007 -1.9430
H 1.6339 4.9288 1.2171
F -1.1701 -1.3836 -0.8293
```

Values from the calculation:
ΔE to the lowest compared entry with this formula, charge and spin   0.317 eV
Highest occupied orbital energy   -1.7540 eV
Frontier orbital gap   5.7 eV
Total charge   -2
Spin multiplicity   1


| no. | total energy (Ha) | maximum force (eV/Å) |
| --- | --- | --- |
| 1 | -3225.46157 | 0.17 |
| 2 | -12438.66242 | 0.80 |
| 3 | -5111.28353 | 1.12 |
| 4 | -1161.53704 | 6.55 |
| 5 | -1168.32977 | 0.65 |
| 6 | -4814.81014 | 0.65 |
| 7 | -5688.00032 | 1.77 |
| 8 | -4144.79894 | 0.91 |